Computed, not measured: a structure of composition C25H15N10O8SSeTl, with the ωB97M-V functional and the def2-TZVPD basis.

Geometry as XYZ:
```
61
Properties=species:S:1:pos:R:3
Tl -0.0809 0.1727 -1.6490
S -0.1531 1.8162 0.2442
C 1.3345 1.3232 1.0215
N 1.5281 1.2914 2.2910
N 0.4727 1.5416 3.0772
C 0.5921 1.4565 4.4530
C -0.5512 1.6307 5.2366
C -0.4647 1.5691 6.6158
C 0.7540 1.3350 7.2399
C 1.8863 1.1597 6.4547
C 1.8195 1.2172 5.0726
N 2.5222 1.0072 0.3049
N 2.3768 0.7233 -0.8884
C 3.6002 0.5360 -1.6118
C 4.8057 1.0558 -1.1507
C 5.9462 0.8882 -1.9116
C 5.8847 0.2137 -3.1272
C 4.6788 -0.2948 -3.5792
C 3.5315 -0.1355 -2.8180
H -0.4460 1.5854 2.6485
H -1.5050 1.8085 4.7542
H -1.3618 1.7016 7.2081
H 0.8181 1.2832 8.3187
H 2.8431 0.9675 6.9249
H 2.6959 1.0707 4.4592
H 4.8300 1.5723 -0.2017
H 6.8898 1.2838 -1.5567
H 6.7814 0.0894 -3.7219
H 4.6158 -0.8094 -4.5280
H 2.5936 -0.5608 -3.1418
O -2.9615 -2.7410 -0.8536
C -2.7095 -1.5367 -0.8537
O -1.5703 -1.0454 -0.5051
C -3.8202 -0.5721 -1.1998
C -5.0975 -0.9356 -0.8780
C -6.1760 -0.0913 -1.1706
C -5.9731 1.1138 -1.8107
C -4.6916 1.4934 -2.1440
C -3.5338 0.6711 -1.8847
O -2.3795 0.9670 -2.2775
N -4.5621 2.7931 -2.7954
O -3.4993 3.3750 -2.7428
O -5.5568 3.2521 -3.3516
N -7.5185 -0.4767 -0.8053
O -7.6777 -1.5344 -0.2129
O -8.4444 0.2685 -1.1026
H -5.2690 -1.8912 -0.4038
H -6.8035 1.7606 -2.0464
Se -0.4401 0.6261 -4.2038
C 1.1761 0.3699 -5.0673
N 2.1339 0.2709 -5.7044
N -0.0244 -3.6102 -0.8124
C 1.1092 -2.8867 -0.9217
O 1.1207 -1.7999 -1.5853
C 2.2962 -3.4120 -0.3356
C 3.5563 -2.7834 -0.4477
N 4.6092 -2.3083 -0.4886
C 2.2495 -4.6462 0.3519
N 2.1626 -5.6636 0.8972
H -0.0237 -4.3818 -0.1653
H -0.9196 -3.1446 -0.9175
```

Lowest unoccupied orbital energy = 3.39 eV
Maximum force = 0.39 eV/A
HOMO-LUMO gap = 0.24703 hartree
HOMO energy = -3.33 eV
E_tot = -138321.97418 eV
Total charge = -2